No. 1
Entry from the Open Molecules 2025 dataset: 8 unconnected molecules or ions with the total composition C28H73N4O12 at a distorted geometry (the ωB97M-V functional and the def2-TZVPD basis).

Its LUMO energy is 2.58 eV. The multiplicity is 1. The charge is -1. Its total energy is -60743.751 eV. The gap between HOMO and LUMO comes out at 8.0 eV.

XYZ file:
```
117
C28H73N4O12 (the ωB97M-V functional and the def2-TZVPD basis)
N 0.946 -1.131 -0.711
O -0.256 -1.176 -0.648
O 1.464 -0.032 -0.893
O 1.622 -2.121 -0.707
C 5.122 -2.595 -1.043
C 4.449 -3.872 -1.651
C 5.451 -4.974 -1.835
O 3.426 -4.252 -0.776
H 4.481 -1.750 -1.290
H 6.146 -2.472 -1.394
H 5.328 -2.636 0.027
H 3.957 -3.574 -2.577
H 5.008 -5.920 -2.145
H 6.045 -5.168 -0.943
H 6.218 -4.606 -2.517
H 2.883 -3.467 -0.665
C 4.247 3.938 -0.517
C 4.114 2.449 -0.653
C 5.421 1.600 -0.596
O 3.340 2.051 0.452
H 3.268 4.417 -0.489
H 4.908 4.327 -1.292
H 4.740 4.275 0.394
H 3.541 2.200 -1.546
H 5.876 1.509 0.390
H 6.271 1.941 -1.186
H 5.159 0.601 -0.943
H 2.934 1.228 0.170
C -1.544 -5.804 -3.428
C -0.378 -5.079 -4.054
C 0.892 -4.957 -3.146
O -0.116 -5.778 -5.233
H -1.454 -6.887 -3.517
H -2.532 -5.561 -3.820
H -1.599 -5.485 -2.387
H -0.679 -4.053 -4.269
H 1.711 -4.657 -3.800
H 1.220 -5.842 -2.601
H 0.730 -4.128 -2.456
H 0.833 -5.676 -5.337
C -0.821 -1.112 -4.092
C -2.239 -0.940 -3.640
C -2.799 -2.333 -3.344
O -2.305 -0.254 -2.367
H -0.345 -1.788 -3.382
H -0.283 -0.185 -4.291
H -0.638 -1.629 -5.034
H -2.888 -0.523 -4.411
H -3.831 -2.267 -2.998
H -2.177 -2.812 -2.588
H -2.771 -2.976 -4.223
H -1.670 -0.662 -1.774
C -2.745 3.923 2.751
O -1.350 3.722 2.516
C -0.435 4.689 3.068
C 0.992 4.450 2.480
N 1.492 3.073 2.432
C 1.838 2.543 3.741
C 2.435 1.133 3.649
O 1.502 0.242 2.990
C 2.235 -0.844 2.451
H -2.814 4.017 3.835
H -3.358 3.068 2.468
H -3.140 4.803 2.243
H -0.438 4.744 4.156
H -0.825 5.646 2.720
H 1.702 4.998 3.100
H 1.041 4.842 1.464
H 2.270 2.966 1.797
H 0.954 2.547 4.379
H 2.548 3.232 4.200
H 2.754 0.824 4.645
H 3.363 1.199 3.081
H 1.474 -1.382 1.886
H 2.562 -1.502 3.256
H 3.044 -0.681 1.738
C -6.383 0.286 2.878
O -5.005 0.414 2.763
C -4.530 -0.307 1.643
C -3.068 0.162 1.380
N -2.241 0.089 2.628
C -1.716 -1.294 2.775
C -1.064 -1.712 4.132
O -1.980 -1.536 5.217
C -3.187 -2.310 5.259
H -6.935 0.867 2.140
H -6.719 0.543 3.883
H -6.733 -0.744 2.809
H -5.076 -0.056 0.734
H -4.641 -1.392 1.664
H -3.095 1.166 0.958
H -2.635 -0.423 0.569
H -2.877 0.293 3.385
H -0.968 -1.494 2.008
H -2.494 -2.045 2.639
H -0.128 -1.164 4.247
H -0.829 -2.772 4.044
H -3.949 -2.067 4.518
H -3.729 -2.116 6.185
H -2.983 -3.381 5.252
C 0.241 2.693 -2.263
C -0.728 3.046 -1.132
C -2.076 3.627 -1.685
O -1.875 4.956 -2.237
C -3.082 5.470 -2.861
N -0.940 1.771 -0.469
H -0.042 1.793 -2.810
H 1.261 2.568 -1.900
H 0.329 3.507 -2.983
H -0.357 3.820 -0.460
H -2.795 3.720 -0.871
H -2.509 2.934 -2.406
H -3.896 5.616 -2.152
H -3.510 4.853 -3.651
H -2.868 6.460 -3.262
H -0.132 1.270 -0.810
H -1.588 1.236 -1.030
```


No. 2
Entry from the Open Molecules 2025 dataset: 8 unconnected molecules or ions with the total composition C28H75N4O12 at a distorted geometry (the ωB97M-V functional and the def2-TZVPD basis).

Its LUMO energy is 2.15 eV. The multiplicity is 1. The charge is -1. Its total energy is -60760.677 eV. The gap between HOMO and LUMO comes out at 6.8 eV. The value obtained for the relative energy (zero: lowest compared OMol25 entry of this formula, charge and spin) is 16.581 eV.

XYZ file:
```
119
C28H75N4O12 (the ωB97M-V functional and the def2-TZVPD basis)
C 1.423 1.229 -0.234
O 2.131 1.854 0.831
H 0.679 0.453 0.090
H 2.207 0.800 -0.771
H 0.969 2.131 -0.724
C 3.168 4.965 0.007
O 3.730 3.733 -0.309
H 3.185 5.669 -0.851
H 3.583 5.658 0.804
H 2.079 4.786 0.231
H 3.281 3.150 0.035
C 1.741 4.178 3.059
O 0.576 3.530 2.443
H 1.673 5.290 2.644
H 2.817 3.958 2.607
H 1.875 3.943 4.050
H 0.738 2.726 1.889
C -1.978 1.832 -0.780
O -3.247 1.472 -0.905
H -1.858 2.348 0.242
H -1.856 2.666 -1.304
H -1.455 1.056 -0.983
H -3.519 0.992 0.001
C 5.301 2.085 5.699
O 4.231 1.184 5.814
C 3.478 1.084 4.644
C 4.078 0.164 3.559
N 3.022 -0.208 2.515
C 3.529 -1.258 1.702
C 2.531 -2.021 0.803
O 3.029 -3.089 0.346
C 2.119 -3.782 -0.626
H 6.156 1.594 5.342
H 5.658 2.225 6.574
H 5.367 3.027 5.341
H 3.285 2.009 4.260
H 2.415 0.606 4.955
H 4.501 -0.618 4.085
H 4.812 0.867 2.849
H 2.677 0.626 2.079
H 3.935 -2.036 2.362
H 4.217 -0.779 1.032
H 2.318 -1.247 -0.058
H 1.373 -2.239 1.187
H 1.660 -3.206 -1.477
H 1.307 -4.361 -0.234
H 2.471 -4.651 -1.201
C -5.996 -6.127 1.834
O -5.691 -5.486 0.647
C -4.367 -4.927 0.647
C -3.959 -4.338 -0.617
N -2.929 -3.484 -0.404
C -2.009 -3.413 -1.549
C -1.160 -2.094 -1.461
O -0.678 -1.911 -2.691
C 0.127 -0.867 -2.862
H -5.836 -7.175 1.659
H -7.130 -6.164 2.164
H -5.685 -5.646 2.876
H -3.713 -5.610 1.041
H -4.142 -4.111 1.487
H -4.718 -3.812 -1.077
H -3.864 -5.181 -1.291
H -2.435 -3.789 0.440
H -2.499 -3.292 -2.549
H -1.294 -4.169 -1.666
H -0.414 -2.322 -0.857
H -1.798 -1.245 -1.114
H 0.603 -1.032 -3.903
H 0.898 -0.590 -2.259
H -0.617 -0.039 -3.022
C 5.217 -2.107 -2.658
O 5.118 -0.837 -3.320
C 3.865 -0.192 -3.075
C 4.035 1.299 -3.525
N 2.768 2.040 -3.277
C 2.760 3.408 -3.763
C 1.423 4.049 -3.431
O 1.538 5.373 -3.849
C 0.453 6.102 -3.300
H 6.095 -2.652 -2.992
H 4.616 -2.743 -3.181
H 4.864 -1.925 -1.594
H 3.562 -0.232 -2.013
H 3.000 -0.516 -3.700
H 4.258 1.266 -4.526
H 4.842 1.790 -3.158
H 2.525 1.827 -2.179
H 2.884 3.435 -4.815
H 3.637 3.903 -3.244
H 1.354 3.924 -2.300
H 0.589 3.651 -3.758
H 0.368 6.188 -2.374
H -0.551 6.066 -3.728
H 0.231 7.248 -3.517
C -0.226 -0.095 2.945
O -1.673 -0.047 3.067
C -2.265 -0.611 1.985
C -3.803 -0.583 2.099
N -4.430 -0.868 0.795
C -5.899 -1.011 0.815
C -6.400 -1.089 -0.648
O -7.899 -1.165 -0.718
C -8.274 -0.918 -2.171
H 0.367 0.225 3.750
H -0.104 0.576 2.366
H 0.356 -1.018 2.361
H -2.016 -1.779 2.041
H -1.930 -0.297 0.977
H -4.059 0.373 2.469
H -4.195 -1.183 3.034
H -3.876 -1.709 0.378
H -6.376 -0.137 1.096
H -6.198 -1.922 1.377
H -5.927 -1.983 -1.211
H -5.935 -0.178 -1.095
H -9.269 -1.136 -2.195
H -7.519 -1.574 -2.833
H -7.979 0.150 -2.538
```